Entry 1:
The following is a quantum chemistry calculation of a molecular structure, C33H34BF5O2S at a distorted geometry, from the OMol25 dataset.

Calculated values
E_HOMO: -6.03 eV
Electronic energy: -2350.54407 Eh
Charge: 0

Positions of all 76 atoms, in Å:
C -5.17240 -2.21176 -2.08467
C -4.23466 -1.53444 -1.15795
C -4.04172 -1.81256 0.19929
C -2.66031 -1.54547 0.56409
C -1.74829 -1.78775 -0.52389
B -1.37731 2.14148 -0.34830
C -2.72948 2.65671 0.21248
C -3.70194 2.13372 1.07271
C -4.66319 2.98936 1.64527
C -4.63215 4.33755 1.29006
C -5.29921 5.42564 2.08617
F -5.31256 6.61402 1.39833
F -6.58118 5.11497 2.40668
F -4.61717 5.65452 3.25609
C -3.86844 4.77814 0.21882
C -2.94772 3.91188 -0.35403
O -0.21563 1.75107 0.24663
C 0.58903 1.10087 -0.78716
C 2.09040 1.27063 -0.52208
C 0.42507 -0.38744 -0.72489
C -0.00977 1.67847 -2.12507
C 0.52473 3.11001 -2.30977
C 0.10789 0.73940 -3.32435
O -1.40803 1.85732 -1.76201
S -2.70646 -1.01166 -1.86652
H -5.46133 -3.13864 -1.59585
H -6.08786 -1.61176 -2.22732
H -4.68105 -2.44156 -3.05294
H -4.82586 -2.18269 0.86209
H -2.28421 -1.30144 1.55810
H -3.70788 1.08247 1.36022
H -5.37327 2.65704 2.40148
H -3.88950 5.80079 -0.11146
H -2.33149 4.26932 -1.18045
H 2.68624 0.67529 -1.24195
H 2.53931 2.26673 -0.59980
H 2.30793 0.86049 0.48010
H 0.86446 -0.88174 -1.59940
H 0.91737 -0.72150 0.18752
H -0.69596 -1.04870 -0.56076
H 1.59809 3.14762 -2.56717
H -0.05461 3.65815 -3.05550
H 0.38288 3.65736 -1.36155
H 1.13336 0.37505 -3.50074
H -0.51097 -0.15957 -3.24397
H -0.24433 1.26372 -4.21015
C 5.55298 -0.67355 -3.17422
C 4.46355 -1.27258 -2.32779
C 4.38205 -1.06516 -0.96793
F 5.27538 -0.17481 -0.39475
C 3.45381 -1.69272 -0.16305
C 2.43933 -2.54794 -0.67363
C 1.35366 -2.91136 0.20071
C 1.67240 -2.84940 1.62063
C 2.97590 -3.20156 2.13803
C 3.28855 -3.02970 3.47659
F 4.53100 -3.39666 3.93148
C 2.39218 -2.51817 4.40808
C 2.75614 -2.38929 5.85411
C 1.14875 -2.10573 3.90624
C 0.78218 -2.28387 2.57365
C 2.50782 -2.75661 -2.08353
C 3.45883 -2.09859 -2.86992
H 5.27372 -0.86256 -4.21092
H 5.73355 0.40375 -3.04883
H 6.53611 -1.14562 -2.99976
H 3.54841 -1.46210 0.88353
H 0.41333 -3.36811 -0.13220
H 3.77818 -3.50367 1.46384
H 1.97109 -1.79370 6.34861
H 2.82492 -3.34674 6.41848
H 3.71941 -1.87799 6.00640
H 0.50010 -1.62777 4.64593
H -0.18759 -1.90761 2.22731
H 1.82568 -3.50027 -2.54833
H 3.53776 -2.24103 -3.95514

---

Entry 2:
The following is a quantum chemistry calculation of a molecular structure, C33H34BrGaN3O4, from the OMol25 dataset.

Calculated values
E_HOMO: -9.68 eV
Electronic energy: -6241.87699 Eh
Charge: +1

Positions of all 76 atoms, in Å:
Ga 0.37440 0.07163 0.19560
C 0.58614 3.28895 0.94127
O 0.15823 2.24943 0.05337
C -0.35791 2.62114 -1.15458
C -0.62204 3.90437 -1.56469
C -1.18450 4.11087 -2.82864
Br -1.50655 5.88106 -3.41218
C -1.50809 3.06139 -3.64608
C -1.24309 1.74227 -3.23005
C -0.63225 1.51800 -1.98677
O -0.32476 0.32311 -1.53611
C -1.61191 0.62161 -4.06089
N -1.40243 -0.66383 -3.76657
C -1.92500 -1.47666 -4.76037
C -1.98278 -2.85487 -4.90793
C -2.61124 -3.32943 -6.04302
C -3.16246 -2.46532 -6.99681
C -3.10855 -1.09199 -6.85134
C -2.47685 -0.61776 -5.71146
N -2.25718 0.67090 -5.23744
H -0.26609 3.88766 1.26384
H 1.33434 3.91299 0.45180
H 1.02433 2.79886 1.80325
H -0.41171 4.75684 -0.93536
H -1.96009 3.26012 -4.60776
H -0.92378 -0.93130 -2.91357
H -1.55803 -3.51916 -4.16747
H -2.68520 -4.39720 -6.19609
H -3.64642 -2.88626 -7.86725
H -3.53964 -0.41989 -7.58073
H -2.54540 1.50844 -5.71386
C 2.79297 2.49150 3.84149
C 1.50884 1.71693 3.97110
C 0.86823 1.57932 5.19701
C -0.31037 0.85460 5.28635
C -1.00669 0.67211 6.60850
C -0.86565 0.27376 4.14849
C -0.26174 0.40083 2.89425
C 0.93819 1.12773 2.85715
N -0.74870 -0.12885 1.69111
C -1.91489 -1.04101 1.62809
C -3.21065 -0.31605 2.02798
C -1.67060 -2.31544 2.44984
C -2.11318 -1.49217 0.17725
H 3.25648 2.64574 4.81414
H 2.60758 3.47629 3.40491
H 3.50217 1.96640 3.20006
H 1.29717 2.02602 6.08612
H -0.48646 1.20529 7.40211
H -1.04950 -0.38471 6.87699
H -2.03158 1.04286 6.55977
H -1.77769 -0.28177 4.28737
H 1.47384 1.20315 1.91189
H -3.25592 -0.06619 3.08226
H -4.07125 -0.94727 1.79872
H -3.29376 0.60990 1.45657
H -1.51132 -2.11405 3.50480
H -0.78266 -2.82157 2.06566
H -2.52706 -2.98523 2.35815
H -2.39649 -0.64242 -0.44621
H -2.90777 -2.23485 0.12938
H -1.19563 -1.95514 -0.20421
O 2.34961 0.26043 0.04977
C 2.44914 -1.01555 -0.00307
O 1.37215 -1.68028 -0.10135
C 3.75751 -1.68230 0.07647
C 3.82013 -3.00080 0.52308
C 5.04577 -3.63646 0.61130
C 6.20215 -2.96549 0.23597
C 6.13984 -1.64957 -0.20341
C 4.92009 -0.99984 -0.27234
H 2.90634 -3.50465 0.80776
H 5.09914 -4.65373 0.97499
H 7.15701 -3.47175 0.28871
H 7.04623 -1.12989 -0.48343
H 4.85548 0.02818 -0.60367

---

Entry 3:
The following is a quantum chemistry calculation of a molecular structure, C33H34CaN5O5S at a distorted geometry, from the OMol25 dataset.

Calculated values
E_HOMO: -4.75 eV
Electronic energy: -3003.93041 Eh
Charge: -1

Positions of all 79 atoms, in Å:
Ca 0.99460 -1.30989 -0.00713
O -0.29148 -0.26945 -1.80833
C -0.38037 1.13692 -1.54197
C 0.99479 1.74933 -1.29497
N 1.80019 0.97525 -0.33059
C 3.17736 0.78354 -0.81385
C 3.24816 -0.09634 -2.07018
O 4.24623 -0.00286 -2.77897
O 2.26392 -0.91693 -2.22866
C 1.78078 1.49650 1.05252
C 2.30154 0.45542 2.08162
O 2.92569 0.87530 3.04789
O 1.98901 -0.76040 1.79907
H 0.58226 -0.44591 -2.23704
H -1.02619 1.23958 -0.67730
H -0.84073 1.65727 -2.38472
H 0.88500 2.79315 -0.97791
H 1.53004 1.76715 -2.24537
H 3.74572 0.26468 -0.03743
H 3.68081 1.73250 -1.01329
H 0.74353 1.70119 1.33387
H 2.35896 2.41792 1.15827
C -0.92848 6.27490 2.89233
C -1.67577 5.40207 1.87110
C -0.84519 5.34638 0.58576
C -3.02990 6.05029 1.55379
C -1.91990 4.00531 2.45390
C -2.44989 3.87155 3.75067
C -2.70594 2.63231 4.30863
C -2.42008 1.48948 3.56336
S -2.60718 -0.17745 3.95828
C -1.96562 -0.62289 2.37093
N -1.63026 0.38618 1.63090
C -1.89021 1.59341 2.28051
C -1.65644 2.85737 1.72972
C -1.85386 -2.06818 2.02205
C -2.72853 -2.94095 2.68631
C -2.62901 -4.30833 2.49847
C -1.63525 -4.78592 1.65030
C -0.80187 -3.89265 0.98680
C -0.85850 -2.48243 1.10751
H -0.57689 7.19261 2.41324
H -0.06290 5.75019 3.30246
H -1.57076 6.56591 3.72678
H -0.60041 6.36227 0.26642
H -1.39020 4.86636 -0.23103
H 0.09203 4.80205 0.73346
H -2.89157 7.05968 1.14778
H -3.64597 6.12599 2.45438
H -3.57659 5.45470 0.81782
H -2.67125 4.75965 4.33292
H -3.12016 2.55597 5.30704
H -1.26141 2.91500 0.72572
H -3.50220 -2.55700 3.34564
H -3.30506 -4.98525 3.00749
H -1.51666 -5.85564 1.50421
H -0.05221 -4.32872 0.32795
N 0.54821 -3.32264 -1.88858
C 0.19009 -3.53370 -2.95737
C -0.22772 -3.73037 -4.33321
C -1.58029 -3.86279 -4.62867
C -1.97654 -4.03204 -5.94715
C -1.02593 -4.06592 -6.95940
C 0.32242 -3.92683 -6.65849
C 0.72640 -3.75745 -5.34239
H -2.30508 -3.82296 -3.82561
H -3.02821 -4.13229 -6.18318
H -1.33792 -4.19605 -7.98847
H 1.06201 -3.94159 -7.44893
H 1.77064 -3.62557 -5.09001
N 4.82661 -3.71962 -0.03386
C 4.43116 -4.11031 1.23169
C 3.14056 -3.70487 1.34255
N 2.73414 -3.08159 0.17534
C 3.77815 -3.10040 -0.62478
H 5.74158 -3.81875 -0.43266
H 5.09557 -4.60687 1.91761
H 2.47635 -3.78673 2.18774
H 3.81210 -2.67878 -1.62120

---

Entry 4:
The following is a quantum chemistry calculation of a molecular structure, C33H34F10N6P2STi at a distorted geometry, from the OMol25 dataset.

Calculated values
E_HOMO (spin up / spin down): -5.36 / -7.63 eV
2S+1: 3
Electronic energy: -4535.38826 Eh
Expectation value of S²: 2.025
Charge: 0

Positions of all 87 atoms, in Å:
Ti 0.04267 -0.54909 0.82032
C -2.10210 -2.27504 2.29215
N -0.70671 -1.88733 2.52860
C 0.14411 -3.12607 2.35372
C 1.60107 -2.83908 1.97948
N 1.78432 -1.64323 1.17024
C 3.07559 -1.37069 0.82315
C 3.82611 -2.11282 -0.05290
F 3.25130 -3.16600 -0.59566
C 5.16890 -1.84888 -0.28548
F 5.84763 -2.69708 -1.07249
C 5.86705 -0.79172 0.32520
F 7.11931 -0.48751 -0.03431
C 5.07625 0.02162 1.16722
F 5.62015 1.00760 1.86362
C 3.75300 -0.30852 1.37864
F 3.18543 0.49281 2.25437
C -0.50879 -1.19819 3.80252
C 0.53969 -0.12950 3.67039
N 0.37653 0.68488 2.51391
C 0.61391 2.08411 2.55001
C 0.03082 2.92455 3.48012
F -0.71266 2.41193 4.47562
C -0.00721 4.35599 3.29379
F -0.68437 5.13784 4.12611
C 0.73261 4.89851 2.25464
F 0.63720 6.17407 1.93336
C 1.32369 4.04432 1.27815
F 1.90944 4.54506 0.19172
C 1.34790 2.66907 1.51195
F 1.83514 1.89314 0.52167
H -2.47058 -3.18193 2.96389
H -2.76454 -1.50352 2.54482
H -2.15668 -2.57861 1.25970
H 0.18890 -3.66008 3.31572
H -0.40538 -3.67441 1.55515
H 2.07809 -2.69899 2.93959
H 2.01495 -3.77100 1.54505
H -1.49796 -0.75290 3.97215
H -0.20703 -1.95585 4.58206
H 0.46025 0.48221 4.61831
H 1.53094 -0.62309 3.66946
C 2.49646 0.27602 -2.54087
P 0.84350 0.56868 -1.80625
C -0.07773 -0.37734 -3.09613
C 0.62317 2.42632 -2.14528
C -0.53859 2.76674 -3.08609
P -2.20960 2.71326 -2.32772
C -3.39235 3.43480 -3.53553
C -2.17856 4.22044 -1.19182
H 2.66795 0.77275 -3.46904
H 2.53687 -0.76946 -2.95058
H 3.20136 0.40369 -1.74904
H 0.24753 -0.19158 -4.14074
H -1.18117 -0.16552 -3.19094
H 0.08368 -1.44101 -2.92059
H 1.59723 2.80899 -2.45506
H 0.39877 2.91244 -1.22081
H -0.52519 2.05801 -3.95013
H -0.37659 3.75037 -3.55776
H -3.21815 4.52192 -3.68422
H -4.38396 3.32172 -3.11698
H -3.38094 2.87840 -4.48003
H -1.51157 5.02484 -1.50033
H -1.77495 3.84575 -0.27995
H -3.19344 4.54918 -1.06993
N -3.15063 -2.10333 -1.53768
C -2.26147 -3.11068 -1.98612
C -2.45198 -4.19880 -2.76227
C -1.33710 -4.99911 -2.99125
C -0.17097 -4.73664 -2.21809
C 0.02027 -3.67586 -1.41305
C -1.02078 -2.79173 -1.24351
N -1.14854 -1.68542 -0.43967
C -2.45631 -1.21567 -0.72488
C -2.92545 -0.10979 0.01356
C -4.22719 0.44356 0.19440
S -4.01342 1.81026 1.21411
C -2.38036 1.54926 1.33843
N -1.91663 0.46501 0.77777
H -4.07191 -1.92406 -1.89761
H -3.33018 -4.29718 -3.41788
H -1.34599 -5.89566 -3.57890
H 0.65029 -5.45381 -2.45990
H 0.91623 -3.51133 -0.86416
H -5.15129 -0.06818 0.10241
H -1.73928 2.20311 1.87432

---

Entry 5:
The following is a quantum chemistry calculation of a molecular structure, C33H34IN6O5PS2Tc at a distorted geometry, from the OMol25 dataset.

Calculated values
E_HOMO (spin up / spin down): -12.06 / -11.96 eV
2S+1: 2
Electronic energy: -3498.31039 Eh
Expectation value of S²: 1.171
Charge: +2

Positions of all 83 atoms, in Å:
Tc -0.06367 -0.91168 0.46117
I 1.97813 -1.61278 -1.31973
C 1.10073 -2.63708 -3.01443
C 1.57963 -3.87728 -3.33793
C 1.14353 -4.48998 -4.52273
C 0.37433 -3.79298 -5.41263
C -0.07137 -2.48608 -5.11613
C -0.73367 -1.69718 -6.07933
C -1.13897 -0.42418 -5.77933
C -1.04077 0.04292 -4.46543
C -0.40957 -0.69438 -3.48363
P -0.69767 -0.01768 -1.79243
C -2.50107 0.19452 -1.92083
C -3.14527 1.42492 -1.94753
C -4.52777 1.46762 -1.90143
C -5.26897 0.29872 -1.84583
C -4.62647 -0.93088 -1.85183
C -3.24587 -0.98308 -1.88573
C 0.19403 1.56522 -1.85543
C -0.15917 2.65582 -1.05963
C 0.52753 3.85272 -1.18393
C 1.58173 3.96582 -2.07753
C 1.98273 2.86382 -2.82103
C 1.29553 1.66952 -2.71013
C 0.19823 -1.92388 -3.82743
H 2.30883 -4.36868 -2.71383
H 1.47683 -5.49078 -4.74223
H 0.12043 -4.22568 -6.37003
H -0.90077 -2.10878 -7.06383
H -1.57927 0.20602 -6.53593
H -1.47247 1.00242 -4.21383
H -2.57317 2.33772 -2.00343
H -5.02387 2.42382 -1.89503
H -6.34647 0.34052 -1.79233
H -5.20557 -1.84368 -1.81813
H -2.72987 -1.93718 -1.88253
H -0.96057 2.57462 -0.34253
H 0.23283 4.69652 -0.57793
H 2.09703 4.90722 -2.19163
H 2.82763 2.93412 -3.49093
H 1.61033 0.81732 -3.29853
N -2.20637 -2.08258 1.16097
N -3.02517 -0.96608 1.40147
C -2.65637 0.31362 1.04467
O -3.38467 1.24442 1.28137
O -1.51467 0.41482 0.42457
H -2.71477 -2.79018 0.63447
H -1.85447 -2.47898 2.04647
H -3.93107 -1.08208 1.83587
C 3.20913 1.05702 5.33037
C 2.68553 1.85512 4.20037
C 3.42543 2.72242 3.42207
C 2.79903 3.32182 2.31327
N 1.50393 3.15812 2.09837
C 0.78633 2.39662 2.90077
S -0.88217 2.28622 2.64927
N 1.37603 1.69602 3.91437
C 3.52913 4.12242 1.30187
H 4.29243 0.99982 5.31937
H 2.77153 0.05932 5.31227
H 2.90413 1.52122 6.26927
H 4.46643 2.89852 3.63167
H 0.88613 0.90742 4.37567
H 4.56533 4.27932 1.58167
H 3.02893 5.08072 1.17047
H 3.48363 3.61332 0.33787
N 2.08813 -3.59348 2.91167
C 2.81313 -2.44998 3.06357
C 2.27333 -1.54938 2.19927
N 1.23093 -2.13548 1.53747
C 1.14173 -3.36868 1.99867
H 2.22133 -4.45288 3.42547
H 3.64483 -2.37148 3.73467
H 2.55953 -0.53578 1.99387
H 0.43003 -4.10068 1.66987
C -2.05097 -0.38718 4.55327
S -0.56457 -1.05488 3.80357
O 0.55143 -0.75818 4.68597
O -0.78177 -2.46078 3.51207
O -0.32387 -0.32278 2.52057
H -2.75907 -1.19828 4.66537
H -2.45217 0.39882 3.92527
H -1.77297 0.00452 5.52377

---

Entry 6:
The following is a quantum chemistry calculation of 2 unconnected molecules or ions with the total composition C33H35BCl2O2S at a distorted geometry, from the OMol25 dataset.

Calculated values
SMILES: CC1(C)OB([C@H](/C=C/c2ccc(Cl)cc2)c2ccc(Cl)cc2)OC1(C)C.Cc1ccc(-c2ccc(C)s2)cc1
E_HOMO: -7.54 eV
Electronic energy: -2772.48392 Eh
Charge: 0

Positions of all 74 atoms, in Å:
C -3.55741 1.87860 5.95638
C -2.36338 2.56631 5.29669
C -1.15706 2.35812 6.18632
O -2.12633 1.87382 4.03965
B -2.47874 2.78380 3.09199
C -3.40404 2.36876 1.70375
C -3.35223 0.89957 1.55103
C -3.02795 0.31614 0.37545
C -2.73497 -1.07797 0.14751
C -2.39614 -1.48346 -1.16194
C -2.14330 -2.81756 -1.44967
C -2.21710 -3.76598 -0.41356
Cl -1.97270 -5.41631 -0.78630
C -2.48715 -3.37163 0.90535
C -2.73546 -2.02786 1.19042
C -2.52133 3.11320 0.69890
C -3.04262 4.00133 -0.23315
C -2.20995 4.63041 -1.16387
C -0.84330 4.32650 -1.18623
Cl 0.19678 5.08071 -2.32658
C -0.30375 3.41640 -0.25971
C -1.14243 2.85522 0.70253
O -2.53486 4.10501 3.44470
C -2.60866 4.09227 4.89206
C -3.98392 4.64688 5.25388
C -1.55301 5.06477 5.38538
H -3.83858 2.41221 6.87516
H -4.42443 1.80334 5.28293
H -3.26464 0.85770 6.23568
H -1.30329 2.91589 7.11829
H -1.06132 1.29855 6.44496
H -0.22720 2.69234 5.71486
H -4.40498 2.80842 1.81445
H -3.67798 0.29793 2.39758
H -2.95395 0.95766 -0.50721
H -2.33856 -0.72557 -1.94780
H -1.89570 -3.12705 -2.45993
H -2.50018 -4.11914 1.69014
H -2.91938 -1.70207 2.21401
H -4.12017 4.19226 -0.22314
H -2.61167 5.34440 -1.87597
H 0.75285 3.17050 -0.29187
H -0.73042 2.15840 1.43335
H -4.14752 4.60201 6.33890
H -4.01295 5.70350 4.96107
H -4.79316 4.12420 4.72100
H -1.49990 5.05652 6.47932
H -0.56632 4.84220 4.96721
H -1.84230 6.07667 5.08814
C -5.12846 -2.13906 -4.31840
C -5.49436 -1.22697 -3.19344
C -5.87324 -1.74063 -1.95531
C -6.12846 -0.89233 -0.88848
C -5.97867 0.51105 -1.03351
C -6.24080 1.38558 0.09000
C -6.63266 0.98538 1.36125
C -7.10872 2.05043 2.16597
C -7.09933 3.26974 1.50897
C -7.57605 4.56974 2.03082
S -6.54308 3.09958 -0.11827
C -5.65671 1.02342 -2.30800
C -5.39021 0.16025 -3.36062
H -5.10834 -1.58780 -5.26298
H -4.12490 -2.55105 -4.15386
H -5.81864 -2.98385 -4.41181
H -5.96732 -2.82132 -1.83530
H -6.45876 -1.30632 0.05965
H -6.58559 -0.05043 1.68161
H -7.45117 1.93783 3.18980
H -7.95764 4.43470 3.04706
H -6.76138 5.30587 2.05901
H -8.36792 4.97005 1.38414
H -5.61254 2.10499 -2.47050
H -5.10138 0.54630 -4.34381